Record 1
Formula: C5H14
Source: the OMol25 dataset
Level of theory: ωB97M-V with the def2-TZVPD basis set

## Properties
HOMO (spin up / spin down) (eV): -14.990 / -14.987
Orbital gap (spin up / spin down) (eV): 11.886 / 5.063
Max |F| (eV/A): 1.55
Energy relative to the best compared isomer or geometry (same formula, charge and spin) (kJ/mol): 14.7

Structure (ORCA input):
```
! wB97M-V def2-TZVPD RIJCOSX def2/J DEFGRID3
* xyz 1 2
C 0.376 -1.771 2.300
C -0.429 -2.391 1.160
H 0.017 -0.811 2.678
H 0.531 -2.507 3.072
H 1.369 -1.512 1.935
H -1.505 -2.349 1.313
H -0.178 -3.450 1.036
H -0.208 -1.930 0.183
C -0.461 0.935 -1.430
C -0.091 2.204 -2.179
C 0.379 1.284 -0.168
H -1.525 0.793 -1.294
H -0.105 0.023 -1.897
H -0.892 2.948 -2.095
H 1.420 1.515 -0.361
H 0.247 1.904 -3.192
H 0.773 2.832 -1.873
H -0.093 2.016 0.500
H 0.374 0.269 0.313
*
```

natural (NBO) atomic charge list, values in e, 5 entries: atom 1 (C): -0.622, atom 2 (C): -0.609, atom 3 (H): 0.199, atom 4 (H): 0.236, atom 5 (H): 0.195

=====

Record 2
Formula: C20H37O15S2
Source: the OMol25 dataset
Level of theory: ωB97M-V with the def2-TZVPD basis set

## Properties
HOMO (eV): -5.910
Orbital gap (eV): 7.739
Max |F| (eV/A): 14.57
Energy relative to the best compared isomer or geometry (same formula, charge and spin) (kJ/mol): 1957.4

Structure (ORCA input):
```
! wB97M-V def2-TZVPD RIJCOSX def2/J DEFGRID3
* xyz -1 1
O -0.170 -0.277 -0.066
H 0.418 0.114 0.608
C -1.735 2.358 1.657
C -1.934 0.920 1.110
C -2.118 -0.219 2.107
O -3.284 -0.867 1.618
C -3.870 -0.182 0.686
O -4.862 -0.604 0.097
O -3.148 0.900 0.423
H -0.954 2.545 2.393
H -2.633 2.685 2.182
H -1.510 3.005 0.809
H -1.168 0.643 0.386
H -2.278 0.137 3.125
H -1.350 -0.985 2.003
C -3.122 -1.562 -1.502
C -1.742 -1.910 -0.875
C -1.724 -2.342 0.606
O -1.028 -3.588 0.681
C -0.748 -3.941 -0.577
O -0.151 -5.043 -0.840
O -1.227 -3.036 -1.473
H -3.332 -0.533 -1.211
H -3.920 -2.261 -1.249
H -3.114 -1.510 -2.590
H -0.962 -1.155 -0.978
H -2.769 -2.495 0.875
H -1.168 -1.588 1.163
C 2.671 -1.625 0.083
C 1.492 -2.297 -0.687
C 1.092 -1.622 -2.024
O 1.565 -2.526 -2.938
C 2.008 -3.619 -2.389
O 2.304 -4.593 -3.040
O 1.800 -3.631 -1.101
H 2.108 -0.774 0.465
H 3.619 -1.454 -0.427
H 2.993 -2.285 0.889
H 0.558 -2.311 -0.125
H 1.494 -0.609 -2.050
H 0.013 -1.546 -2.157
C 0.306 0.417 -2.569
C -0.804 1.220 -1.732
C -0.244 2.173 -0.698
O -1.183 3.222 -0.742
C -1.942 3.125 -1.890
O -2.785 3.928 -2.208
O -1.490 2.079 -2.579
H -0.188 0.008 -3.451
H 0.916 -0.301 -2.020
H 1.000 1.118 -3.032
H -1.577 0.593 -1.288
H 0.719 2.495 -1.095
H -0.143 1.837 0.334
C 3.636 1.991 -1.653
S 2.722 2.718 -0.191
O 1.784 3.779 -0.725
C 1.690 1.202 0.305
H 3.934 0.976 -1.387
H 4.584 2.446 -1.939
H 2.930 1.810 -2.463
H 2.309 0.579 0.951
H 1.354 0.577 -0.522
H 0.706 1.439 0.708
C 0.558 0.425 2.400
S 2.280 0.712 3.093
O 3.019 1.693 2.127
C 1.840 1.484 4.698
H 0.596 -0.137 1.467
H 0.140 1.419 2.240
H -0.008 -0.145 3.137
H 2.659 1.437 5.415
H 1.057 0.848 5.111
H 1.513 2.511 4.531
*
```

Löwdin atomic charge list, values in e, 5 entries: atom 1 (O): -0.458, atom 2 (H): -0.086, atom 3 (C): 0.008, atom 4 (C): -0.310, atom 5 (C): -0.093

=====

Record 3
Formula: C20H47N6O7P
Source: the OMol25 dataset
Level of theory: ωB97M-V with the def2-TZVPD basis set

## Properties
HOMO (eV): -7.592
Orbital gap (eV): 8.119
SMILES string: CO[C@@H]([PH2]=N)[C@H](N)CCCOC(C)=O.CN(C)C=O.CN(C)C=O.CN(C)C=O.CN(C)C=O
Max |F| (eV/A): 5.01

Structure (ORCA input):
```
! wB97M-V def2-TZVPD RIJCOSX def2/J DEFGRID3
* xyz 0 1
C 3.591 -0.390 1.098
O 2.593 0.185 0.192
C 3.162 0.208 -1.155
P 1.997 -0.590 -2.456
N 1.431 -2.027 -1.967
C 3.685 1.672 -1.600
N 5.161 1.497 -1.900
C 3.505 2.803 -0.480
C 2.101 3.571 -0.509
C 0.826 2.622 -0.609
O -0.448 3.369 -0.652
C -1.478 2.509 -0.143
C -1.620 0.971 -0.596
O -2.306 2.914 0.718
H 4.632 0.056 0.956
H 3.590 -1.538 1.014
H 3.255 -0.117 2.156
H 4.070 -0.500 -1.113
H 2.792 -0.775 -3.637
H 0.877 0.266 -2.770
H 1.799 -2.199 -1.016
H 3.223 2.035 -2.595
H 5.635 2.416 -1.896
H 5.617 0.979 -1.128
H 3.712 2.439 0.592
H 4.318 3.599 -0.681
H 2.111 4.376 -1.327
H 2.017 4.133 0.497
H 0.755 1.960 0.332
H 0.864 1.995 -1.559
H -2.703 0.624 -0.659
H -1.140 0.360 0.257
H -1.041 0.817 -1.565
C 1.632 -3.399 1.584
O 1.559 -2.345 0.975
N 0.637 -4.319 1.683
C 0.798 -5.553 2.426
C -0.627 -4.057 1.023
H 2.550 -3.695 2.121
H 0.651 -6.397 1.749
H 0.050 -5.589 3.221
H 1.794 -5.617 2.868
H -0.454 -3.935 -0.049
H -1.052 -3.130 1.417
H -1.323 -4.880 1.190
C -2.711 -8.020 1.976
O -1.610 -7.537 2.169
N -3.852 -7.668 2.632
C -5.128 -8.290 2.345
C -3.786 -6.637 3.650
H -2.872 -8.810 1.225
H -5.833 -7.522 2.016
H -5.505 -8.766 3.254
H -5.029 -9.043 1.562
H -3.415 -5.712 3.201
H -3.089 -6.949 4.432
H -4.771 -6.464 4.084
C -7.078 3.374 2.914
O -7.775 3.244 3.904
N -5.730 3.570 2.920
C -4.966 3.716 1.696
C -5.036 3.633 4.191
H -7.504 3.342 1.898
H -4.216 2.927 1.648
H -4.471 4.691 1.700
H -5.613 3.648 0.820
H -5.193 2.697 4.733
H -5.448 4.453 4.784
H -3.969 3.792 4.036
C 2.744 4.081 -4.466
O 3.212 3.026 -4.074
N 3.398 4.994 -5.233
C 2.773 6.230 -5.661
C 4.766 4.723 -5.635
H 1.714 4.384 -4.218
H 2.758 6.262 -6.753
H 3.353 7.073 -5.278
H 1.751 6.300 -5.287
H 4.793 3.793 -6.209
H 5.384 4.600 -4.742
H 5.155 5.540 -6.242
*
```

Löwdin atomic charge list, values in e, 5 entries: atom 1 (C): -0.111, atom 2 (O): -0.255, atom 3 (C): -0.391, atom 4 (P): 0.768, atom 5 (N): -0.332

=====

Record 4
Formula: C6H14O2
Source: the OMol25 dataset
Level of theory: ωB97M-V with the def2-TZVPD basis set

## Properties
HOMO (eV): -9.716
Orbital gap (eV): 10.263
SMILES string: CC[C@H](C)CC=O.O
Max |F| (eV/A): 3.60
Energy relative to the best compared isomer or geometry (same formula, charge and spin) (kJ/mol): 316.6

Structure (ORCA input):
```
! wB97M-V def2-TZVPD RIJCOSX def2/J DEFGRID3
* xyz 0 1
O -2.323 2.404 0.892
C -1.657 2.014 -0.069
C -1.512 0.533 -0.391
C 0.010 0.289 -0.599
C 0.635 0.685 0.807
C 0.339 -1.031 -1.193
C 1.817 -1.124 -1.699
H -0.826 2.642 -0.667
H -2.085 0.039 -1.187
H -1.746 0.065 0.610
H 0.391 1.120 -1.199
H 0.092 1.544 1.364
H 0.442 0.112 1.760
H 1.746 0.731 0.697
H -0.279 -1.414 -2.035
H 0.431 -1.924 -0.472
H 2.055 -2.176 -1.515
H 1.853 -0.625 -2.712
H 2.409 -0.407 -1.083
H -0.220 -1.458 3.457
H -1.196 -0.800 2.710
O -0.374 -1.222 2.525
*
```

natural (NBO) atomic charge list, values in e, 5 entries: atom 1 (O): -0.540, atom 2 (C): 0.453, atom 3 (C): -0.515, atom 4 (C): -0.227, atom 5 (C): -0.693

=====

Record 5
Formula: C27H32N4O4
Source: the OMol25 dataset
Level of theory: ωB97M-V with the def2-TZVPD basis set

## Properties
HOMO (eV): -8.638
Orbital gap (eV): 9.107
SMILES string: CNC(=O)[C@H](Cc1ccc(O)cc1)NC(C)=O.CC[C@@H](C(=O)Nc1ccncc1)c1ccccc1
Max |F| (eV/A): 2.08
Energy relative to the best compared isomer or geometry (same formula, charge and spin) (kJ/mol): 238.0

Structure (ORCA input):
```
! wB97M-V def2-TZVPD RIJCOSX def2/J DEFGRID3
* xyz 0 1
O -2.802 -0.809 5.693
O -1.203 -1.316 -2.750
O -1.653 4.059 3.212
N -0.532 -3.581 -7.517
O 0.503 -3.861 1.114
C -1.853 -0.161 5.284
C -0.247 -0.674 -3.162
C -1.482 3.290 4.151
C -1.167 -3.703 -6.342
C 0.365 -2.596 -7.652
C 4.495 -0.182 -1.510
C 4.118 0.848 -2.376
C 3.516 -0.982 -0.916
C 1.128 -1.729 2.025
C -1.124 -2.103 1.156
C -0.925 -2.844 -5.274
C 0.657 -1.703 -6.620
C 2.765 1.082 -2.646
C 2.165 -0.746 -1.187
C 0.788 -0.395 2.322
C -1.468 -0.777 1.481
C 0.171 -2.583 1.433
C 0.004 -1.812 -5.397
C 1.767 0.288 -2.047
C -0.514 0.078 2.066
N 0.342 -0.893 -4.399
N -1.706 3.749 5.388
N -2.057 0.880 4.480
C -0.453 -0.523 5.739
C -1.580 3.041 6.662
C -1.604 2.067 -2.950
C 0.276 0.475 -2.290
C -0.090 1.847 -2.901
C -0.883 1.511 2.408
C -1.074 1.815 3.908
H 1.379 -4.095 1.417
H -1.892 -4.502 -6.220
H 0.884 -2.491 -8.600
H 5.545 -0.362 -1.302
H 4.880 1.470 -2.837
H 3.803 -1.789 -0.250
H 2.123 -2.091 2.227
H -1.845 -2.761 0.692
H -1.479 -3.023 -4.362
H 1.396 -0.932 -6.794
H 2.516 1.894 -3.321
H 1.411 -1.379 -0.729
H 1.526 0.267 2.753
H -2.467 -0.418 1.272
H 1.135 -0.293 -4.591
H -1.993 4.716 5.420
H -3.021 1.023 4.225
H 0.136 -0.823 4.879
H -0.519 -1.359 6.434
H 0.007 0.324 6.240
H -1.628 3.757 7.484
H -2.399 2.327 6.780
H -0.627 2.514 6.714
H -1.824 3.076 -3.313
H -2.040 1.957 -1.952
H -2.083 1.348 -3.622
H -0.220 0.408 -1.316
H 0.311 1.935 -3.915
H 0.355 2.641 -2.291
H -1.804 1.765 1.881
H -0.099 2.162 2.019
H -0.110 1.677 4.393
*
```

natural (NBO) atomic charge list, values in e, 5 entries: atom 1 (O): -0.629, atom 2 (O): -0.599, atom 3 (O): -0.623, atom 4 (N): -0.437, atom 5 (O): -0.667

=====

Record 6
Formula: C6H10O
Source: the OMol25 dataset
Level of theory: ωB97M-V with the def2-TZVPD basis set

## Properties
HOMO (eV): -9.219
Orbital gap (eV): 10.161
SMILES string: C=C(C)/C=C/CO
Max |F| (eV/A): 2.36
Energy relative to the best compared isomer or geometry (same formula, charge and spin) (kJ/mol): 172.9

Structure (ORCA input):
```
! wB97M-V def2-TZVPD RIJCOSX def2/J DEFGRID3
* xyz 0 1
C -1.010 -1.061 2.084
C 0.241 -0.997 1.291
C 1.499 -1.209 1.666
C -0.123 0.916 -2.045
O -0.441 2.315 -2.089
C 0.188 0.489 -0.605
C 0.027 -0.774 -0.215
H -1.875 -0.613 1.598
H -0.926 -0.641 3.091
H -1.238 -2.126 2.211
H 1.828 -1.036 2.687
H 2.254 -1.499 0.947
H -1.037 0.370 -2.289
H 0.708 0.772 -2.726
H -1.196 2.445 -1.514
H 0.350 1.271 0.127
H -0.352 -1.642 -0.744
*
```

natural (NBO) atomic charge list, values in e, 5 entries: atom 1 (C): -0.655, atom 2 (C): -0.004, atom 3 (C): -0.411, atom 4 (C): -0.097, atom 5 (O): -0.715

=====

Record 7
Formula: ClZr
Source: the OMol25 dataset
Level of theory: ωB97M-V with the def2-TZVPD basis set

## Properties
HOMO (eV): -26.605
Orbital gap (eV): 5.143
Max |F| (eV/A): 0.03
Energy relative to the best compared isomer or geometry (same formula, charge and spin) (kJ/mol): 508.0

Structure (ORCA input):
```
! wB97M-V def2-TZVPD RIJCOSX def2/J DEFGRID3
* xyz 3 1
Zr -0.879 0.747 1.487
Cl 0.879 -0.747 -1.487
*
```

So, what does the natural (NBO) scheme give us? The charges, in e, come out as: atom 1 (Zr): 2.395, atom 2 (Cl): 0.605

=====

Record 8
Formula: C4H7NO
Source: the OMol25 dataset
Level of theory: ωB97M-V with the def2-TZVPD basis set

## Properties
HOMO (eV): -8.062
Orbital gap (eV): 8.706
Max |F| (eV/A): 2.98
Energy relative to the best compared isomer or geometry (same formula, charge and spin) (kJ/mol): 376.5

Structure (ORCA input):
```
! wB97M-V def2-TZVPD RIJCOSX def2/J DEFGRID3
* xyz 0 1
C -0.079 -2.218 -0.373
C -0.360 0.090 0.093
C 0.242 1.135 1.019
N 0.230 -1.259 0.432
C -0.011 0.359 -1.371
O -0.777 0.183 -2.283
H 1.194 -1.177 0.751
H -1.125 -2.178 -0.720
H -1.444 0.008 0.206
H 0.966 0.867 -1.512
H -0.212 2.112 0.827
H 1.323 1.209 0.870
H 0.055 0.868 2.062
*
```

natural (NBO) atomic charge list, values in e, 5 entries: atom 1 (C): -0.069, atom 2 (C): -0.177, atom 3 (C): -0.629, atom 4 (N): -0.555, atom 5 (C): 0.421

=====

Record 9
Formula: C40H48N3O4P2ReSSi2
Source: the OMol25 dataset
Level of theory: ωB97M-V with the def2-TZVPD basis set

## Properties
HOMO (spin up / spin down) (eV): -9.959 / -9.706
Orbital gap (spin up / spin down) (eV): 6.827 / 6.625
Max |F| (eV/A): 0.91
Energy relative to the best compared isomer or geometry (same formula, charge and spin) (kJ/mol): 63.3

Structure (ORCA input):
```
! wB97M-V def2-TZVPD RIJCOSX def2/J DEFGRID3
* xyz 1 2
Re 0.234 -0.348 0.045
O 1.544 0.470 4.950
C 0.969 0.579 3.743
O 1.192 1.480 2.986
C -0.135 -0.418 3.548
C -0.733 -0.950 4.679
C -1.920 -1.658 4.564
C -2.488 -1.759 3.313
C -1.804 -1.232 2.230
N -0.620 -0.614 2.308
C -2.441 -1.298 0.861
O -3.500 -1.848 0.698
O -1.740 -0.693 -0.060
H 2.145 1.222 5.051
H -0.276 -0.775 5.641
H -2.400 -2.078 5.437
H -3.441 -2.234 3.126
C -1.418 -2.648 -2.979
Si -1.444 -0.792 -3.097
C -3.197 -0.253 -2.759
C -1.067 -0.327 -4.870
N -0.167 -0.093 -2.081
P 0.082 1.525 -2.000
C 0.731 1.526 -0.390
P 2.379 1.388 0.103
N 2.227 -0.123 0.737
Si 3.420 -1.123 1.556
C 4.241 -2.392 0.454
C 4.823 -0.083 2.205
C 2.690 -2.057 3.003
C 3.535 1.298 -1.285
C 4.189 2.432 -1.771
C 5.084 2.320 -2.823
C 5.337 1.080 -3.395
C 4.667 -0.046 -2.937
C 3.762 0.065 -1.893
C 2.921 2.828 1.045
C 4.260 3.124 1.296
C 4.602 4.298 1.948
C 3.613 5.193 2.334
C 2.280 4.918 2.064
C 1.935 3.740 1.421
C -1.426 2.508 -2.051
C -1.880 3.062 -3.250
C -3.109 3.702 -3.295
C -3.887 3.792 -2.149
C -3.438 3.248 -0.954
C -2.211 2.605 -0.903
C 1.128 2.228 -3.284
C 1.326 3.611 -3.305
C 2.124 4.178 -4.286
C 2.716 3.370 -5.250
C 2.533 1.996 -5.219
C 1.746 1.422 -4.230
H -2.250 -3.028 -3.577
H -1.576 -2.988 -1.953
H -0.501 -3.082 -3.376
H -3.847 -0.848 -3.408
H -3.383 0.797 -2.989
H -3.494 -0.446 -1.728
H -1.856 -0.735 -5.509
H -0.115 -0.738 -5.215
H -1.048 0.753 -5.031
H 4.833 -1.940 -0.343
H 3.558 -3.117 0.016
H 4.936 -2.949 1.090
H 5.404 0.360 1.393
H 5.497 -0.746 2.754
H 4.502 0.708 2.885
H 1.684 -2.434 2.820
H 2.686 -1.474 3.924
H 3.331 -2.926 3.183
H 4.005 3.402 -1.326
H 5.591 3.202 -3.193
H 6.050 0.993 -4.204
H 4.849 -1.011 -3.393
H 3.224 -0.805 -1.540
H 5.041 2.454 0.969
H 5.644 4.521 2.138
H 3.886 6.113 2.836
H 1.510 5.620 2.353
H 0.897 3.514 1.212
H -1.278 2.995 -4.146
H -3.461 4.129 -4.225
H -4.847 4.291 -2.188
H -4.045 3.323 -0.062
H -1.857 2.173 0.025
H 0.847 4.242 -2.566
H 2.272 5.250 -4.307
H 3.325 3.817 -6.026
H 3.004 1.368 -5.964
H 1.602 0.350 -4.192
C -0.622 -3.945 0.753
S 0.737 -2.868 0.253
C 1.242 -3.700 -1.269
H -1.486 -3.837 0.100
H -0.898 -3.701 1.777
H -0.247 -4.966 0.726
H 1.964 -4.473 -1.015
H 1.700 -2.955 -1.918
H 0.383 -4.136 -1.767
*
```

Löwdin atomic charge list, values in e, 5 entries: atom 1 (Re): 1.299, atom 2 (O): 0.112, atom 3 (C): -0.474, atom 4 (O): 0.121, atom 5 (C): -0.164